11
Properties=species:S:1:pos:R:3:forces:R:3 method="wB97M-V/def2-TZVPD" homo_energy_ha="-0.9838 / -0.9424" lumo_ev="-21.02 / -21.79" spin_multiplicity=2 charge=+3 total_energy_ha=-495.5572
Al 3.38195 0.90300 1.09364 -0.42 1.48 -0.20
F 1.37015 2.94506 0.37381 1.01 -1.28 0.37
C -0.94305 -0.58873 -0.93056 -0.73 -0.26 -0.05
C -0.46985 0.02964 0.34295 1.68 0.64 -0.50
O 0.79501 -0.45918 0.64283 -0.80 1.19 -0.56
H -0.21749 -0.43579 -1.72948 0.44 -0.09 -0.42
H -1.98172 -0.30036 -1.09212 -0.50 0.37 0.06
H -1.03307 -1.67145 -0.84265 -0.16 -1.54 -0.52
H -1.12009 -0.12221 1.20448 -1.09 -0.30 0.74
H -0.45798 1.08825 0.08355 0.26 1.33 0.49
H 0.67614 -1.38818 0.85359 0.29 -1.55 0.59